This record from the OMol25 dataset describes the molecule C4H9NO. The level of theory is ωB97M-V/def2-TZVPD.

```
15
Properties=species:S:1:pos:R:3
C -2.3471 -0.5551 0.3943
C -1.1182 -0.2215 -0.3818
C 0.0752 0.0630 0.1460
O 0.4506 -0.3862 1.3774
N 1.0081 0.8660 -0.4499
C 2.4146 0.5382 -0.4060
H -3.1390 0.1299 0.0707
H -2.6958 -1.5624 0.1770
H -2.2070 -0.4326 1.4759
H -0.2064 -1.0650 1.5415
H -1.2864 -0.0309 -1.4249
H 0.6940 1.2459 -1.3334
H 2.9634 1.4487 -0.6172
H 2.7267 0.1806 0.5790
H 2.6672 -0.2186 -1.1486
```

Output
ΔE to the lowest compared entry with this formula, charge and spin = 1.619 eV
spin multiplicity = 1

=====

This record from the OMol25 dataset describes a 2-piece molecular cluster, C4H9NO overall in a non-equilibrium geometry. The level of theory is ωB97M-V/def2-TZVPD.

```
15
Properties=species:S:1:pos:R:3
N -0.1557 -0.3594 0.9415
C 0.5240 0.6926 0.2848
C 1.6848 1.1981 0.7308
C 0.4987 1.7859 -1.9486
C -0.1364 1.1636 -0.9192
H -0.8288 0.0327 1.5744
H 0.4711 -0.9689 1.4178
H 2.2805 1.9800 0.2660
H 2.1472 0.6005 1.5329
H -0.2047 2.0775 -2.7543
H 1.5389 1.8302 -2.1596
H -1.2178 1.1398 -0.8745
H -2.3064 -4.4287 0.4086
H -2.5250 -3.0741 0.8291
O -1.7703 -3.6698 0.6702
```

Output
ΔE to the lowest compared entry with this formula, charge and spin = 2.574 eV
spin multiplicity = 1

=====

This record from the OMol25 dataset describes the molecule C4H9NO. The level of theory is ωB97M-V/def2-TZVPD.

```
15
Properties=species:S:1:pos:R:3
C -2.1340 0.2218 0.7741
O -0.8439 -0.2353 0.4373
C -0.0190 0.7998 -0.0556
C 1.2600 0.2290 -0.6429
C 1.8937 -0.9727 -0.0731
N 1.1346 -1.0508 -1.3223
H -2.6479 0.6590 -0.0965
H -2.1021 0.9800 1.5715
H -2.7109 -0.6362 1.1290
H 0.1788 1.5355 0.7401
H -0.5421 1.3205 -0.8743
H 1.9069 0.9754 -1.0998
H 1.4759 -1.2606 0.8846
H 2.9558 -1.1617 -0.2184
H 0.1941 -1.4038 -1.1538
```

Output
ΔE to the lowest compared entry with this formula, charge and spin = 2.566 eV
spin multiplicity = 1

=====

This record from the OMol25 dataset describes the molecule C4H9NO in a non-equilibrium geometry. The level of theory is ωB97M-V/def2-TZVPD.

```
15
Properties=species:S:1:pos:R:3
C 1.0273 -0.3554 0.5159
C -0.6218 -0.2181 -1.2778
C -0.5260 1.5410 0.5547
C -0.4109 0.0968 0.1874
N 1.0950 -1.7236 0.5863
O 1.9982 0.3209 0.2563
H -0.2697 0.7167 -1.8612
H -1.6943 -0.3308 -1.3850
H -0.2691 -1.1428 -1.6105
H -0.0559 2.0358 -0.4150
H -1.4422 1.9908 0.5878
H 0.1140 1.8094 1.3836
H -1.1028 -0.4980 0.8291
H 0.2617 -2.1831 0.6572
H 1.8966 -2.0598 0.9912
```

Output
ΔE to the lowest compared entry with this formula, charge and spin = 0.265 eV
spin multiplicity = 3

=====

Q: Which of these has the highest ΔE to the lowest compared entry with this formula, charge and spin?
A: number 2